No. 1
The following is a DFT calculation (ωB97M-V/def2-TZVPD) of a cluster of 2 separate species, C6H10N in total.

Structure (XYZ):
```
17
Properties=species:S:1:pos:R:3:mulliken_charge:R:1
C -2.702 0.550 0.252 0.005
C -1.562 0.130 0.174 -0.530
C 1.991 -0.209 0.197 -0.273
C -0.244 -1.968 0.167 -1.659
C 0.544 1.839 -0.077 -0.767
C -0.336 -0.489 -0.117 0.619
N 0.799 0.354 -0.007 0.154
H -3.485 1.287 0.345 0.402
H 2.117 -1.225 0.494 0.295
H 2.812 0.431 0.117 0.295
H 0.464 -2.536 -0.306 0.535
H -0.165 -1.970 1.313 0.388
H -1.241 -2.308 -0.111 0.408
H -0.470 1.964 0.438 0.301
H 0.453 2.004 -1.102 0.352
H 1.444 2.125 0.435 0.337
H -0.419 0.022 -2.210 0.139
```

Values from the calculation:
HOMO (spin up / spin down) (eV): -14.31 / -13.08
LUMO (spin up / spin down) (eV): -5.98 / -5.31
M (g/mol): 96.15
Total charge: +1
Kohn-Sham gap (spin up / spin down) (eV): 8.330 / 7.772
Energy relative to the best compared isomer or geometry (same formula, charge and spin) (kcal/mol): 135.6
Spin multiplicity: 1
Largest force on an atom (eV/A): 4.16

=====

No. 2
The following is a DFT calculation (ωB97M-V/def2-TZVPD) of a cluster of 2 separate species, C5H12NO2 in total.

Structure (XYZ):
```
20
Properties=species:S:1:pos:R:3:mulliken_charge:R:1
C -1.803 -1.176 -0.811 -0.647
O -2.166 -2.228 -0.231 -0.471
C -0.487 -0.399 -0.037 0.032
C -0.239 0.992 -0.737 -0.146
C 1.157 1.158 -1.244 -0.001
C 1.886 2.257 -1.426 -1.036
N -0.585 -0.629 1.413 -0.553
H -2.462 -0.340 -0.734 0.408
H -1.391 -1.357 -1.855 0.312
H 0.342 -1.110 -0.354 0.238
H -0.904 0.764 -1.622 0.262
H -0.742 1.786 -0.125 0.323
H 1.645 0.184 -1.602 0.133
H 1.543 3.240 -1.118 0.231
H 2.821 2.408 -1.686 0.376
H -1.403 -0.145 1.821 0.246
H -0.843 -1.542 1.604 0.254
H 2.365 0.942 2.519 0.320
H 1.109 0.081 2.243 0.366
O 2.032 0.040 2.300 -0.647
```

Values from the calculation:
HOMO (spin up / spin down) (eV): -9.49 / -9.73
LUMO (spin up / spin down) (eV): 0.81 / -1.79
M (g/mol): 118.16
Total charge: 0
Kohn-Sham gap (spin up / spin down) (eV): 10.303 / 7.939
Energy relative to the best compared isomer or geometry (same formula, charge and spin) (kcal/mol): 68.2
Spin multiplicity: 2
Largest force on an atom (eV/A): 5.40

=====

No. 3
The following is a DFT calculation (ωB97M-V/def2-TZVPD) of a structure of composition C22H21Cl5FMnN3O5P.

Structure (XYZ):
```
59
Properties=species:S:1:pos:R:3:mulliken_charge:R:1
Mn -0.910 0.114 -0.187 0.076
C 4.338 4.915 -1.335 -1.767
C 3.045 5.699 -1.160 0.488
C 3.149 6.649 0.019 -0.968
C 1.850 7.402 0.231 -1.039
C 0.723 6.430 0.428 0.993
C -0.365 6.746 1.201 -0.705
C -1.412 5.835 1.359 -0.024
F -2.444 6.192 2.128 -0.338
C -1.405 4.614 0.757 -1.111
C -0.299 4.264 -0.037 0.589
C -0.280 2.971 -0.687 1.675
O -1.287 2.180 -0.563 -1.324
C 0.849 2.672 -1.468 1.285
C 1.854 3.608 -1.585 -0.639
N 1.867 4.785 -0.969 0.182
C 0.772 5.160 -0.191 -0.746
C 1.025 1.390 -2.247 -0.285
O 1.631 1.421 -3.304 -0.686
O 0.506 0.331 -1.721 -0.708
H 5.173 5.609 -1.252 0.431
H 4.424 4.430 -2.306 0.518
H 4.446 4.163 -0.552 0.408
H 2.838 6.276 -2.065 0.125
H 3.965 7.342 -0.184 0.400
H 3.415 6.085 0.918 0.344
H 1.641 8.025 -0.644 0.331
H 1.915 8.072 1.087 0.464
H -0.426 7.706 1.698 0.540
H -2.218 3.917 0.891 0.626
H 2.693 3.373 -2.222 0.642
Cl 0.110 0.195 2.148 -0.276
C -0.454 -1.494 2.040 1.717
C -0.906 -1.862 0.790 -1.406
C -1.385 -3.157 0.730 1.588
Cl -1.995 -3.760 -0.803 -0.246
C -1.407 -4.024 1.822 -0.690
Cl -2.015 -5.623 1.678 -0.165
C -0.927 -3.579 3.059 0.922
Cl -0.940 -4.619 4.421 -0.168
C -0.438 -2.279 3.182 -0.959
Cl 0.149 -1.687 4.681 -0.174
N -3.077 2.140 -2.877 -0.159
C -2.229 1.228 -3.721 -0.618
P -2.694 -0.449 -3.093 0.888
O -4.052 -0.682 -3.616 -0.772
O -2.420 -0.392 -1.610 -0.581
C -1.488 -1.610 -3.848 -0.742
N -0.340 -1.895 -2.944 0.115
H -4.017 1.735 -2.794 0.403
H -3.161 3.075 -3.270 0.400
H -2.645 2.198 -1.931 0.107
H -1.188 1.511 -3.585 0.130
H -2.526 1.348 -4.761 0.513
H -1.107 -1.211 -4.788 0.427
H -2.018 -2.539 -4.055 0.389
H 0.325 -2.538 -3.369 0.431
H -0.693 -2.329 -2.076 -0.103
H 0.161 -1.007 -2.652 0.251
```

Values from the calculation:
HOMO (spin up / spin down) (eV): -10.90 / -11.10
LUMO (spin up / spin down) (eV): -3.25 / -3.28
M (g/mol): 689.60
Total charge: +1
Kohn-Sham gap (spin up / spin down) (eV): 7.651 / 7.820
Energy relative to the best compared isomer or geometry (same formula, charge and spin) (kcal/mol): 1.4
Spin multiplicity: 6
Largest force on an atom (eV/A): 1.10

=====

No. 4
The following is a DFT calculation (ωB97M-V/def2-TZVPD) of a structure of composition C28H23AsN2O7PtS.

Structure (XYZ):
```
63
Properties=species:S:1:pos:R:3:mulliken_charge:R:1
Pt 0.475 0.089 -0.744 2.095
S -0.198 1.822 0.727 -0.388
C -1.831 1.660 0.929 1.026
C -2.404 2.539 1.892 -0.670
C -3.752 2.449 2.118 -0.683
C -4.519 1.550 1.374 -0.696
C -3.961 0.639 0.499 0.016
C -2.617 0.636 0.248 -0.655
As -1.784 -0.713 -0.813 0.662
C -2.032 -2.294 0.281 0.870
C -1.710 -2.188 1.638 -0.570
C -1.966 -3.311 2.446 -0.621
C -2.615 -4.398 1.923 -0.502
C -2.864 -4.519 0.560 -0.628
C -2.579 -3.432 -0.300 -0.378
C -2.832 -0.880 -2.397 0.426
C -2.750 -1.998 -3.239 -0.513
C -3.566 -2.112 -4.342 -0.714
C -4.546 -1.142 -4.560 -0.383
C -4.702 -0.082 -3.688 -0.773
C -3.858 0.028 -2.570 -0.552
H -1.725 3.152 2.431 0.551
H -4.229 3.124 2.835 0.412
H -5.635 1.579 1.530 0.365
H -4.650 -0.107 0.098 0.614
H -1.272 -1.269 2.025 0.350
H -1.677 -3.269 3.505 0.377
H -2.921 -5.282 2.546 0.334
H -3.348 -5.448 0.232 0.381
H -2.929 -3.468 -1.301 0.505
H -1.957 -2.729 -3.075 0.561
H -3.410 -3.003 -4.998 0.377
H -5.144 -1.213 -5.482 0.381
H -5.464 0.683 -3.906 0.399
H -3.871 0.849 -1.933 0.704
C 1.426 3.346 -1.943 -0.863
C 1.164 2.295 -2.948 1.046
C 1.453 2.657 -4.348 -1.288
O 0.796 1.155 -2.667 -0.833
H 0.466 3.782 -1.657 0.316
H 2.031 4.135 -2.363 0.413
H 2.013 2.924 -1.118 -0.022
H 1.227 3.684 -4.545 0.422
H 0.997 1.944 -5.016 0.357
H 2.556 2.555 -4.370 0.364
O 4.480 -0.325 -0.960 -0.223
C 3.799 0.112 -0.024 -0.046
O 2.532 0.299 -0.166 -1.005
C 4.535 0.202 1.230 0.408
C 4.578 1.352 1.949 -0.381
C 5.123 1.411 3.176 -0.077
C 5.668 0.258 3.763 -0.500
C 5.598 -0.902 3.047 -0.158
C 5.004 -0.978 1.784 -0.150
N 6.063 -2.216 3.567 0.912
O 5.568 -3.208 3.015 -0.536
O 6.845 -2.262 4.521 -0.508
N 5.202 2.697 3.853 1.023
O 4.580 3.599 3.316 -0.606
O 5.857 2.782 4.857 -0.547
H 4.163 2.303 1.652 0.666
H 6.208 0.345 4.722 0.580
H 4.910 -1.887 1.183 0.557
```

Values from the calculation:
HOMO (spin up / spin down) (eV): -13.90 / -14.60
LUMO (spin up / spin down) (eV): -5.86 / -9.76
M (g/mol): 801.57
Total charge: +2
Kohn-Sham gap (spin up / spin down) (eV): 8.032 / 4.842
Energy relative to the best compared isomer or geometry (same formula, charge and spin) (kcal/mol): 0.0
Spin multiplicity: 5
Largest force on an atom (eV/A): 3.85

=====

Across the entries above, energy takes the values -288.86692; -402.78783; -5284.58869; -4469.33408 a.u., respectively.